# 1
{
  "formula": "C8H16N4O2",
  "method": "wB97M-V/def2-TZVPD",
  "smiles": "CC(C)=N[C@@H]1CNC(=O)C1.NC(N)=O",
  "relative_energy_kj_mol": 70.3,
  "charge": 0,
  "symbols": ["C", "C", "C", "N", "C", "C", "N", "C", "O", "C", "H", "H", "H", "H", "H", "H", "H", "H", "H", "H", "H", "H", "N", "C", "N", "O", "H", "H", "H", "H"],
  "xyz": [[3.273, -1.086, 0.111], [1.983, -1.298, -0.638], [1.988, -2.480, -1.578], [0.987, -0.515, -0.541], [-0.100, -0.587, 0.418], [-0.573, -1.974, 0.807], [-1.493, -2.469, -0.208], [-2.080, -1.335, -0.832], [-2.946, -1.405, -1.675], [-1.383, -0.097, -0.316], [3.742, -0.202, -0.309], [3.097, -0.955, 1.171], [3.972, -1.899, -0.049], [1.661, -3.339, -0.995], [2.965, -2.685, -1.994], [1.249, -2.288, -2.343], [-0.032, 0.062, 1.291], [0.196, -2.694, 1.076], [-1.180, -1.905, 1.706], [-1.082, -3.032, -0.940], [-1.064, 0.367, -1.245], [-1.985, 0.665, 0.168], [-0.308, 3.552, 0.592], [-1.534, 3.521, 1.201], [-2.380, 4.544, 0.867], [-1.852, 2.640, 1.981], [-0.028, 4.262, -0.056], [0.332, 2.811, 0.808], [-3.285, 4.546, 1.295], [-2.141, 5.275, 0.227]],
  "nbo_charge": [-0.72, 0.52, -0.71, -0.61, -0.05, -0.24, -0.65, 0.70, -0.57, -0.54, 0.25, 0.23, 0.21, 0.23, 0.22, 0.24, 0.19, 0.20, 0.21, 0.39, 0.25, 0.26, -0.85, 0.77, -0.85, -0.66, 0.39, 0.41, 0.41, 0.39]
}

# 2
{
  "formula": "C9H14",
  "method": "wB97M-V/def2-TZVPD",
  "smiles": "Cc1ccccc1.CC",
  "relative_energy_kj_mol": 69.6,
  "charge": 0,
  "symbols": ["C", "C", "C", "C", "C", "C", "C", "H", "H", "H", "H", "H", "H", "H", "H", "C", "C", "H", "H", "H", "H", "H", "H"],
  "xyz": [[1.675, -2.750, -0.923], [0.623, -1.676, -0.905], [0.965, -0.329, -1.026], [-0.034, 0.688, -0.977], [-1.436, 0.326, -0.798], [-1.722, -1.034, -0.640], [-0.714, -2.012, -0.706], [2.508, -2.480, -1.571], [1.215, -3.624, -1.334], [2.055, -2.972, 0.095], [1.971, -0.030, -1.179], [0.195, 1.745, -1.138], [-2.156, 1.071, -0.722], [-2.776, -1.385, -0.556], [-1.001, -3.135, -0.549], [-0.279, 3.227, 1.838], [0.480, 2.487, 2.917], [-1.274, 3.394, 2.134], [0.230, 4.239, 1.582], [-0.292, 2.649, 0.974], [1.497, 2.277, 2.617], [-0.014, 1.504, 3.134], [0.490, 3.193, 3.828]],
  "nbo_charge": [-0.63, -0.01, -0.23, -0.20, -0.23, -0.21, -0.22, 0.22, 0.22, 0.22, 0.21, 0.21, 0.21, 0.21, 0.21, -0.59, -0.60, 0.20, 0.19, 0.20, 0.20, 0.21, 0.20]
}

# 3
{
  "formula": "CH2BrCl",
  "method": "wB97M-V/def2-TZVPD",
  "smiles": "ClCBr",
  "relative_energy_kj_mol": 16.5,
  "charge": 0,
  "symbols": ["Cl", "C", "Br", "H", "H"],
  "xyz": [[0.529, 1.620, 0.002], [0.175, -0.129, 0.064], [-1.751, -0.457, 0.010], [0.578, -0.559, 0.968], [0.469, -0.475, -1.043]],
  "nbo_charge": [-0.03, -0.47, 0.01, 0.23, 0.25]
}